No. 1
Formula: C4H18NO7
Source: the Open Molecules 2025 dataset
Level of theory: ωB97M-V/def2-TZVPD

Cartesian coordinates (Å):
C  -2.116  -0.763  0.935
N  -2.339  0.681  0.865
C  -1.402  1.385  1.752
C  -2.244  1.228  -0.472
C  -0.972  0.856  -1.403
O  -1.167  -0.264  -1.948
O  0.012  1.570  -1.562
H  -2.308  -0.985  1.995
H  -1.123  -1.158  0.719
H  -2.982  -1.188  0.429
H  -1.512  2.479  1.728
H  -0.334  1.154  1.593
H  -1.773  1.142  2.773
H  -2.981  0.726  -1.130
H  -2.213  2.313  -0.364
H  0.619  -0.636  -3.612
H  1.094  0.288  -2.626
O  1.420  -0.113  -3.453
H  0.224  -3.204  -1.311
H  1.639  -2.813  -1.428
O  1.102  -3.606  -1.320
H  2.357  2.207  0.221
H  0.912  1.700  0.131
O  1.558  2.076  0.749
H  2.209  -2.329  1.057
H  1.904  -1.039  0.074
O  2.379  -1.846  0.252
H  2.153  0.587  1.510
H  3.358  -0.371  1.715
O  2.528  -0.078  2.129

⟨S²⟩: 0.76
Orbital gap (spin up / spin down) (eV): 10.45 / 5.98
Multiplicity: 2



No. 2
Formula: C43H44BCl2N5O6SSn
Source: the Open Molecules 2025 dataset
Level of theory: ωB97M-V/def2-TZVPD

Cartesian coordinates (Å):
Sn  -0.190  -0.966  1.201
O  -0.575  -1.526  3.434
C  -1.524  -2.133  4.041
C  -1.779  -1.977  5.387
C  -2.864  -2.422  6.243
C  -4.045  -2.981  5.938
C  -3.425  -3.963  3.652
C  -2.336  -3.035  3.072
C  -1.396  -3.862  2.202
N  -0.761  -3.376  1.228
N  -0.014  -4.280  0.485
C  1.039  -3.670  0.008
O  1.443  -2.507  0.330
C  1.830  -4.419  -1.040
C  1.293  -5.507  -1.726
C  2.012  -6.122  -2.744
C  3.279  -5.660  -3.084
C  3.824  -4.583  -2.394
C  3.098  -3.963  -1.381
H  -1.040  -1.342  5.868
H  -2.690  -2.237  7.302
H  -4.733  -3.242  6.736
H  -3.910  -4.434  2.804
H  -1.259  -4.903  2.470
H  0.304  -5.848  -1.447
H  1.580  -6.956  -3.282
H  3.836  -6.134  -3.886
H  4.811  -4.217  -2.653
H  3.491  -3.105  -0.844
N  0.842  4.207  2.760
C  2.100  4.454  3.211
C  2.463  5.742  3.666
C  3.745  6.022  4.099
C  4.733  5.037  4.080
C  4.388  3.762  3.652
C  3.090  3.444  3.255
S  2.640  1.790  2.888
N  1.450  2.197  1.662
C  0.409  3.003  2.120
C  -0.945  2.700  2.062
C  -1.910  3.621  2.623
C  -3.253  3.419  2.445
C  -3.717  2.306  1.730
C  -2.753  1.416  1.283
N  -1.432  1.558  1.425
H  0.218  4.994  2.727
H  1.699  6.513  3.686
H  3.980  7.018  4.456
H  5.746  5.258  4.393
H  5.131  2.968  3.640
H  -1.570  4.460  3.218
H  -3.962  4.116  2.880
H  -4.772  2.115  1.577
H  -3.065  0.509  0.763
Cl  -2.682  -5.366  4.549
C  -4.476  -3.268  4.530
Cl  -3.217  -1.881  1.970
H  -4.730  -2.334  4.023
H  -5.371  -3.889  4.530
C  4.367  3.523  -1.135
C  2.944  3.154  -1.545
C  2.509  3.980  -2.734
O  2.095  3.467  -0.417
B  1.970  2.300  0.328
O  2.459  1.202  -0.362
C  2.753  1.618  -1.717
C  3.979  0.870  -2.206
C  1.548  1.268  -2.573
H  4.360  4.548  -0.754
H  5.058  3.457  -1.980
H  4.721  2.870  -0.331
H  2.642  5.038  -2.496
H  1.458  3.809  -2.972
H  3.117  3.738  -3.613
H  4.777  0.903  -1.461
H  4.344  1.294  -3.149
H  3.716  -0.180  -2.367
H  0.656  1.793  -2.214
H  1.349  0.201  -2.476
H  1.714  1.514  -3.627
C  -2.408  -0.342  -7.042
C  -2.430  -0.529  -5.541
C  -1.971  -1.702  -4.955
C  -1.994  -1.889  -3.571
C  -1.458  -3.167  -2.964
C  -2.517  -0.878  -2.761
C  -2.961  0.324  -3.324
C  -3.458  1.443  -2.439
C  -2.909  0.481  -4.708
C  -2.597  -1.080  -1.256
O  -3.714  -1.142  -0.733
O  -1.448  -1.157  -0.691
H  -2.120  -1.267  -7.548
H  -1.697  0.435  -7.336
H  -3.390  -0.044  -7.415
H  -1.577  -2.496  -5.588
H  -1.029  -3.814  -3.731
H  -2.250  -3.718  -2.445
H  -0.695  -2.952  -2.214
H  -4.194  1.074  -1.725
H  -3.901  2.244  -3.035
H  -2.636  1.869  -1.853
H  -3.260  1.414  -5.149

Total charge: -2
Orbital gap (eV): 4.54



No. 3
Formula: C6H7NO
Source: the Open Molecules 2025 dataset
Level of theory: ωB97M-V/def2-TZVPD

Cartesian coordinates (Å):
C  -0.663  0.949  -1.518
C  -0.420  0.062  -0.228
C  -1.948  -0.450  -0.014
N  -3.016  -0.813  0.139
C  0.569  -1.064  -0.290
C  1.431  -0.925  0.707
C  1.059  0.225  1.584
O  -0.176  0.797  0.919
H  0.344  1.026  -1.987
H  -1.101  1.966  -1.146
H  -1.476  0.678  -2.351
H  0.637  -1.807  -1.171
H  2.248  -1.499  1.000
H  0.729  -0.194  2.518
H  1.781  1.050  1.839

SMILES: C[C@@]1(C#N)C=CCO1
Orbital gap (eV): 10.76



No. 4
Formula: C4H9NO2
Source: the Open Molecules 2025 dataset
Level of theory: ωB97M-V/def2-TZVPD

Cartesian coordinates (Å):
C  1.656  0.125  -0.113
C  -0.709  1.609  -0.517
C  -0.132  -0.828  -0.152
C  -0.088  0.438  0.142
N  2.453  -0.871  0.544
O  -0.460  -1.972  0.004
O  -2.959  -0.563  0.339
H  -2.687  -1.316  -0.205
H  -2.872  -0.866  1.248
H  2.323  -1.785  0.121
H  2.234  -0.928  1.533
H  1.916  0.163  -1.175
H  1.979  1.099  0.267
H  -0.415  1.727  -1.561
H  -0.453  2.525  0.014
H  -1.786  1.443  -0.488

Orbital gap (eV): 9.38



No. 5
Formula: C42H50FI2MoN10O4PSeSi
Source: the Open Molecules 2025 dataset
Level of theory: ωB97M-V/def2-TZVPD

Cartesian coordinates (Å):
Mo  -0.038  0.595  -0.019
I  -1.624  -1.619  -4.603
C  -2.614  -0.286  -3.363
C  -3.896  0.188  -3.724
C  -4.544  1.127  -2.974
I  -6.436  1.760  -3.570
C  -3.913  1.685  -1.829
C  -4.430  2.709  -1.003
C  -3.672  3.209  0.015
C  -2.384  2.692  0.246
N  -1.894  1.717  -0.480
C  -2.640  1.202  -1.496
C  -1.972  0.176  -2.233
O  -0.790  -0.201  -1.835
H  -4.361  -0.199  -4.620
H  -5.423  3.095  -1.192
H  -4.039  4.006  0.647
H  -1.746  3.074  1.031
C  -4.859  -1.249  5.604
C  -4.121  -2.481  5.094
C  -5.119  -3.603  4.839
C  -4.554  -4.682  3.930
C  -4.208  -4.055  2.615
C  -4.490  -4.622  1.402
C  -4.090  -3.985  0.219
F  -4.445  -4.545  -0.945
C  -3.337  -2.853  0.227
C  -3.008  -2.279  1.467
C  -2.052  -1.189  1.550
O  -1.399  -0.869  0.518
C  -1.887  -0.570  2.792
C  -2.547  -1.076  3.884
N  -3.343  -2.145  3.852
C  -3.537  -2.812  2.643
C  -1.097  0.691  2.969
O  -1.107  1.219  4.067
O  -0.502  1.186  1.928
H  -5.436  -1.525  6.487
H  -5.550  -0.887  4.841
H  -4.194  -0.434  5.882
H  -3.390  -2.803  5.838
H  -6.013  -3.181  4.374
H  -5.414  -4.014  5.805
H  -5.258  -5.502  3.797
H  -3.645  -5.099  4.377
H  -5.012  -5.569  1.342
H  -2.993  -2.395  -0.691
H  -2.417  -0.572  4.832
N  1.496  -0.323  1.004
C  2.285  -0.573  1.818
C  3.281  -0.860  2.730
C  3.727  0.156  3.621
N  4.092  0.985  4.334
C  3.879  -2.150  2.697
N  4.357  -3.198  2.624
C  -0.172  5.486  1.621
Si  1.241  4.285  1.824
C  1.256  3.467  3.467
C  2.854  5.114  1.435
Se  1.102  2.853  0.026
H  0.037  6.443  2.109
H  -1.092  5.086  2.055
H  -0.343  5.672  0.559
H  1.161  4.215  4.261
H  2.199  2.936  3.616
H  0.447  2.750  3.575
H  3.006  6.009  2.046
H  2.887  5.402  0.382
H  3.676  4.421  1.625
C  2.143  3.126  -3.898
C  2.230  1.649  -4.259
N  3.086  0.884  -3.354
C  4.396  0.505  -3.878
C  4.352  -0.780  -4.693
C  2.650  0.480  -2.130
C  3.635  -0.245  -1.268
N  1.443  0.708  -1.728
H  1.519  3.654  -4.621
H  3.138  3.575  -3.909
H  1.723  3.273  -2.903
H  2.655  1.536  -5.257
H  1.237  1.189  -4.307
H  5.103  0.410  -3.059
H  4.746  1.334  -4.495
H  3.957  -1.600  -4.090
H  5.351  -1.055  -5.034
H  3.710  -0.669  -5.568
H  4.063  -1.101  -1.791
H  3.139  -0.596  -0.378
H  4.445  0.428  -0.980
H  0.905  1.219  -2.413
C  0.949  -5.936  -1.953
N  -0.210  -5.375  -1.262
C  -0.086  -5.642  0.170
N  1.165  -5.178  0.757
C  2.276  -5.764  0.005
N  2.233  -5.477  -1.431
C  2.433  -4.046  -1.692
P  1.141  -2.931  -0.933
C  -0.316  -3.933  -1.511
C  1.251  -3.714  0.757
H  0.883  -5.676  -3.011
H  0.912  -7.024  -1.856
H  -0.157  -6.721  0.325
H  -0.920  -5.157  0.687
H  2.228  -6.848  0.128
H  3.217  -5.403  0.421
H  2.461  -3.879  -2.773
H  3.407  -3.756  -1.288
H  -0.460  -3.758  -2.578
H  -1.201  -3.555  -1.001
H  0.458  -3.306  1.392
H  2.203  -3.429  1.207

⟨S²⟩: 2.02
Orbital gap (spin up / spin down) (eV): 6.66 / 6.51
Multiplicity: 3



No. 6
Formula: CNO3PS
Source: the Open Molecules 2025 dataset
Level of theory: ωB97M-V/def2-TZVPD

Cartesian coordinates (Å):
N  -1.831  2.342  -1.663
C  -0.942  1.612  -1.623
S  0.507  0.400  -1.131
P  0.588  -0.983  0.999
O  -0.903  -1.188  1.246
O  1.300  -0.115  1.946
O  1.281  -2.068  0.225

SMILES: N#CSP(=O)([O-])[O-]
Total charge: -2
Orbital gap (eV): 7.29